[1]
{"formula": "C5H18NO4", "method": "ωB97M-V/def2-TZVPD", "max_force_ev_per_a": 9.0, "relative_energy_kcal_mol": 62.3, "homo_lumo_gap_ev": 8.40, "total_energy_ev": -15155.0152, "homo_energy_ev": -4.80, "mol_weight_g_mol": 156.20, "charge": -1, "e_lumo_ev": 3.5971, "species": ["C", "O", "C", "C", "C", "C", "N", "H", "H", "H", "H", "H", "H", "H", "H", "H", "H", "H", "H", "H", "H", "O", "H", "H", "O", "H", "H", "O"], "xyz": [[-1.62, 1.78, -0.53], [-2.42, 0.64, -0.25], [-0.15, 1.56, -0.67], [0.26, 0.43, -1.61], [-0.02, -1.03, -1.08], [1.52, 0.56, -2.30], [0.42, 1.28, 0.64], [-2.00, 2.11, -1.53], [-1.94, 2.54, 0.29], [0.22, 2.51, -0.94], [-0.55, 0.51, -2.53], [0.66, -1.72, -1.68], [0.57, -1.26, -0.21], [-1.06, -1.27, -1.18], [1.37, 1.27, -3.07], [2.03, -0.39, -2.61], [2.57, 0.58, -1.67], [0.02, 0.50, 1.29], [0.44, 2.08, 1.13], [0.17, -2.84, 2.32], [-0.38, -1.64, 1.91], [0.55, -2.09, 2.18], [2.31, -0.44, 1.32], [2.35, -1.79, 0.70], [2.87, -0.96, 0.87], [-2.08, -1.39, 1.10], [-2.21, 0.26, 0.68], [-1.67, -1.14, 1.86]], "nbo_charge": [-0.046, -0.793, -0.097, -0.199, -0.626, -0.642, -0.884, 0.153, 0.154, 0.184, 0.162, 0.182, 0.239, 0.231, 0.202, 0.220, 0.228, 0.416, 0.337, 0.430, 0.487, -1.060, 0.474, 0.484, -0.957, 0.413, 0.512, -1.202]}

=====

[2]
{"formula": "C3H3AgO3", "method": "ωB97M-V/def2-TZVPD", "max_force_ev_per_a": 1.8, "relative_energy_kcal_mol": 29.1, "homo_lumo_gap_ev": 7.81, "total_energy_ev": -13298.4283, "homo_energy_ev": -8.91, "mol_weight_g_mol": 194.92, "e_lumo_ev": -1.0952, "species": ["H", "C", "C", "O", "C", "O", "O", "H", "H", "Ag"], "xyz": [[-0.56, 1.55, -0.37], [-2.17, 0.08, 0.17], [-0.95, 0.54, -0.05], [0.13, -0.40, 0.09], [1.39, 0.00, 0.15], [1.85, 0.81, 0.92], [2.08, -0.66, -0.77], [-2.95, 0.82, -0.04], [3.02, -0.48, -0.66], [-1.83, -2.26, 0.55]], "nbo_charge": [0.196, -0.668, -0.013, -0.571, 0.985, -0.615, -0.673, 0.198, 0.498, 0.663]}

=====

[3]
{"formula": "C13H13Cl24FN2O2S", "method": "ωB97M-V/def2-TZVPD", "max_force_ev_per_a": 1.5, "homo_lumo_gap_ev": 9.86, "total_energy_ev": -334856.4447, "homo_energy_ev": -9.81, "mol_weight_g_mol": 1131.20, "e_lumo_ev": 0.0443, "species": ["O", "S", "O", "F", "N", "C", "C", "C", "C", "C", "N", "H", "H", "H", "H", "H", "Cl", "C", "Cl", "Cl", "H", "Cl", "C", "Cl", "Cl", "H", "Cl", "C", "Cl", "Cl", "H", "Cl", "C", "Cl", "Cl", "H", "Cl", "C", "Cl", "Cl", "H", "Cl", "C", "Cl", "Cl", "H", "Cl", "C", "Cl", "Cl", "H", "Cl", "C", "Cl", "Cl", "H"], "xyz": [[-4.67, -1.30, -1.11], [-4.39, -0.66, -2.36], [-4.93, -1.26, -3.53], [-4.94, 0.79, -2.25], [-2.78, -0.33, -2.52], [-1.98, -1.55, -2.61], [-2.07, -2.30, -3.79], [-1.31, -3.45, -3.84], [-0.50, -3.71, -2.73], [-0.47, -2.89, -1.62], [-1.25, -1.79, -1.55], [-2.53, 0.15, -1.65], [-2.72, -2.02, -4.62], [-1.32, -4.10, -4.71], [0.13, -4.59, -2.73], [0.18, -3.14, -0.79], [-0.57, 3.85, -5.84], [-1.46, 2.99, -4.58], [-1.42, 1.25, -4.86], [-0.83, 3.38, -2.98], [-2.50, 3.31, -4.62], [0.00, -1.34, 3.75], [-0.77, -0.54, 2.37], [-0.28, 1.15, 2.29], [-0.40, -1.37, 0.86], [-1.84, -0.59, 2.52], [-4.17, -1.78, 2.62], [-4.06, -2.00, 4.37], [-3.28, -3.53, 4.76], [-3.22, -0.64, 5.13], [-5.07, -2.03, 4.76], [4.07, -0.67, 6.46], [3.31, 0.11, 5.06], [3.77, 1.81, 4.97], [3.74, -0.73, 3.58], [2.24, 0.06, 5.18], [4.12, 2.80, 9.84], [5.41, 2.07, 8.88], [5.85, 3.10, 7.52], [6.82, 1.73, 9.89], [5.05, 1.13, 8.48], [5.34, 4.71, 3.60], [5.74, 6.18, 4.50], [4.67, 6.37, 5.88], [7.43, 6.16, 5.01], [5.60, 7.02, 3.84], [-3.85, -0.52, -6.25], [-4.65, 0.43, -7.50], [-4.04, 2.09, -7.51], [-4.44, -0.31, -9.09], [-5.71, 0.46, -7.28], [3.56, -2.51, -3.04], [2.99, -2.69, -4.70], [4.05, -3.77, -5.61], [1.32, -3.27, -4.71], [3.01, -1.72, -5.18]], "nbo_charge": [-0.912, 2.517, -0.904, -0.468, -0.843, 0.342, -0.256, -0.163, -0.244, 0.026, -0.439, 0.422, 0.241, 0.234, 0.230, 0.211, 0.018, -0.284, 0.024, 0.013, 0.229, -0.005, -0.286, 0.005, 0.040, 0.233, 0.026, -0.286, 0.025, 0.016, 0.231, -0.001, -0.286, 0.027, 0.025, 0.234, 0.013, -0.286, 0.022, 0.015, 0.231, 0.020, -0.287, 0.023, 0.021, 0.228, 0.020, -0.279, 0.010, 0.021, 0.230, 0.019, -0.281, 0.019, 0.017, 0.231]}

=====

[4]
{"formula": "C18H18N2O9S2", "method": "ωB97M-V/def2-TZVPD", "max_force_ev_per_a": 6.2, "homo_lumo_gap_ev": 9.23, "total_energy_ev": -62034.4302, "homo_energy_ev": -9.13, "mol_weight_g_mol": 470.48, "e_lumo_ev": 0.0976, "species": ["O", "C", "C", "C", "C", "O", "O", "N", "C", "O", "C", "C", "C", "C", "C", "C", "N", "S", "O", "O", "C", "C", "C", "C", "O", "C", "C", "O", "O", "C", "S", "H", "H", "H", "H", "H", "H", "H", "H", "H", "H", "H", "H", "H", "H", "H", "H", "H", "H"], "xyz": [[0.90, 2.23, -4.94], [-0.19, 1.68, -4.94], [-0.76, 1.22, -3.54], [-1.74, 2.23, -2.93], [-3.22, 2.22, -3.47], [-3.40, 1.82, -4.59], [-4.21, 2.52, -2.65], [0.38, 0.94, -2.69], [0.86, -0.31, -2.33], [0.12, -1.24, -2.68], [2.19, -0.44, -1.81], [2.37, -0.02, -0.37], [3.11, -0.60, 0.68], [2.88, 0.10, 1.97], [1.95, 1.17, 1.88], [1.38, 2.04, 2.94], [0.02, 1.69, 3.27], [-0.54, 0.57, 4.27], [-1.91, 1.02, 4.35], [0.27, 0.57, 5.43], [-0.44, -1.12, 3.44], [0.50, -2.09, 3.74], [0.72, -3.03, 2.79], [-0.06, -3.13, 1.67], [0.28, -4.22, 0.91], [-1.04, -2.18, 1.41], [-1.79, -2.26, 0.10], [-2.75, -1.51, -0.01], [-1.44, -3.10, -0.90], [-1.28, -1.21, 2.31], [1.63, 1.46, 0.17], [-0.71, 1.35, -5.86], [-1.27, 0.32, -3.83], [-1.43, 3.26, -3.21], [-1.69, 2.38, -1.88], [-5.02, 2.50, -3.22], [1.09, 1.66, -2.67], [2.47, -1.43, -1.94], [2.85, 0.13, -2.42], [3.76, -1.49, 0.62], [3.32, -0.22, 2.88], [1.94, 1.92, 3.88], [1.45, 3.13, 2.66], [-0.63, 2.47, 3.41], [1.30, -2.09, 4.60], [1.49, -3.76, 2.95], [0.14, -4.04, -0.02], [-1.75, -2.66, -1.70], [-2.07, -0.47, 2.29]], "nbo_charge": [-0.530, 0.446, -0.151, -0.511, 0.804, -0.623, -0.654, -0.610, 0.701, -0.643, -0.549, -0.180, -0.246, -0.235, -0.200, -0.275, -0.898, 2.310, -0.955, -0.947, -0.315, -0.149, -0.295, 0.427, -0.679, -0.260, 0.778, -0.584, -0.695, -0.123, 0.413, 0.149, 0.254, 0.233, 0.252, 0.503, 0.398, 0.262, 0.247, 0.232, 0.226, 0.226, 0.232, 0.432, 0.252, 0.229, 0.505, 0.524, 0.273]}